C20H35BCsIN9OS as an isolated structure at a distorted geometry, computed with ωB97M-V with the def2-TZVPD basis set.

CARTESIAN COORDINATES (ANGSTROEM)
1 Cs 3.856 1.131 -1.644
2 C -1.777 1.864 -3.843
3 N -0.992 0.717 -3.419
4 C 0.438 0.887 -3.633
5 C -1.429 -0.116 -2.423
6 N -0.611 -0.562 -1.535
7 C -0.778 -1.816 -0.947
8 C -1.157 -2.922 -1.711
9 C -1.221 -4.200 -1.174
10 C -0.873 -4.400 0.154
11 C -0.473 -3.316 0.922
12 C -0.432 -2.019 0.406
13 N 0.056 -0.952 1.150
14 C -0.162 -0.860 2.409
15 N -1.264 -1.375 3.078
16 C -1.076 -2.178 4.270
17 C -2.468 -1.674 2.343
18 N 0.704 -0.147 3.202
19 C 2.055 0.127 2.752
20 C 0.279 0.591 4.371
21 N -2.797 -0.392 -2.480
22 C -3.378 -0.874 -3.718
23 C -3.480 -0.834 -1.290
24 H -1.570 2.073 -4.894
25 H -1.502 2.752 -3.262
26 H -2.839 1.680 -3.719
27 H 0.647 0.961 -4.701
28 H 0.960 0.030 -3.221
29 H 0.801 1.796 -3.149
30 H -1.373 -2.766 -2.762
31 H -1.515 -5.035 -1.798
32 H -0.888 -5.393 0.585
33 H -0.154 -3.470 1.948
34 H -0.101 -1.983 4.709
35 H -1.138 -3.248 4.032
36 H -1.847 -1.951 5.012
37 H -2.569 -0.975 1.519
38 H -3.323 -1.549 3.012
39 H -2.480 -2.696 1.940
40 H 2.289 -0.496 1.896
41 H 2.764 -0.074 3.559
42 H 2.179 1.172 2.453
43 H -0.805 0.579 4.452
44 H 0.618 1.629 4.290
45 H 0.708 0.182 5.293
46 H -2.761 -0.577 -4.562
47 H -4.382 -0.461 -3.855
48 H -3.459 -1.970 -3.713
49 H -3.094 -0.286 -0.435
50 H -3.377 -1.909 -1.098
51 H -4.543 -0.599 -1.396
52 N 0.230 4.518 0.568
53 C 0.300 3.328 -0.076
54 O 0.832 3.200 -1.160
55 C -0.287 2.134 0.640
56 I -2.404 2.334 0.864
57 H 0.654 5.319 0.134
58 H -0.225 4.618 1.456
59 H 0.104 2.034 1.650
60 H -0.115 1.223 0.070
61 B 6.910 1.961 2.482
62 C 5.728 1.526 1.516
63 N 4.857 1.190 0.830
64 H 7.527 2.865 1.954
65 H 7.618 0.989 2.659
66 H 6.406 2.329 3.528
67 S 3.861 2.776 -6.827
68 C 3.874 2.043 -5.356
69 N 3.865 1.516 -4.309

Forces on atoms 1 to 2 (eV/Å):
Cs -0.7475 -0.1428 -0.1735
C 0.0353 -0.0118 -0.0096

Summary:
Total charge: -1
Spin multiplicity: 1

C16H36AgBr4F6NO9S2 as an isolated structure at a distorted geometry, computed with ωB97M-V with the def2-TZVPD basis set.

CARTESIAN COORDINATES (ANGSTROEM)
1 Ag 0.587 -1.035 -3.768
2 O -0.718 -2.103 -0.130
3 H 0.087 -2.716 0.090
4 H -0.946 -2.246 -1.162
5 H -0.369 -1.159 -0.103
6 O 2.819 -1.189 -0.208
7 H 2.471 -2.234 -0.156
8 H 2.046 -0.569 0.077
9 H 3.033 -1.022 -1.142
10 C -2.202 -3.976 -3.327
11 C -2.114 -2.441 -3.176
12 C -3.422 -1.810 -2.756
13 O -1.030 -2.139 -2.283
14 H -2.758 -4.181 -4.252
15 H -2.750 -4.399 -2.483
16 H -1.241 -4.466 -3.455
17 H -1.733 -2.114 -4.164
18 H -3.833 -2.346 -1.899
19 H -4.127 -1.876 -3.588
20 H -3.250 -0.767 -2.509
21 C 1.300 -4.280 2.188
22 C 1.954 -4.456 0.811
23 C 1.775 -5.896 0.301
24 O 1.548 -3.459 -0.065
25 H 1.705 -4.954 2.947
26 H 0.219 -4.366 2.101
27 H 1.694 -3.328 2.545
28 H 3.048 -4.396 0.956
29 H 2.189 -6.643 0.969
30 H 2.296 -5.948 -0.662
31 H 0.733 -6.043 -0.001
32 C 2.264 0.700 2.304
33 F 2.469 -0.562 2.596
34 F 2.362 1.350 3.430
35 F 3.124 1.140 1.425
36 S 0.488 0.928 1.616
37 O -0.294 -0.020 2.347
38 O 0.199 2.310 1.778
39 N 0.660 0.352 -0.014
40 S 0.321 1.576 -1.042
41 O 1.018 2.800 -0.789
42 O 0.542 1.049 -2.375
43 C -1.553 1.826 -1.007
44 F -1.922 2.543 -2.025
45 F -2.060 0.609 -1.064
46 F -1.948 2.357 0.115
47 C 2.839 6.224 -3.944
48 C 2.054 5.125 -3.212
49 C 1.234 5.881 -2.192
50 O 1.475 7.291 -2.359
51 C 2.738 7.396 -2.997
52 H 2.361 6.416 -4.909
53 H 3.837 5.901 -4.244
54 H 2.698 4.376 -2.754
55 H 1.467 4.609 -3.973
56 H 1.422 5.476 -1.192
57 H 0.143 5.862 -2.241
58 H 3.553 7.371 -2.251
59 H 2.934 8.396 -3.391
60 Br -0.362 0.701 5.536
61 C 0.266 -0.929 6.440
62 C 1.032 -1.791 5.460
63 Br 1.534 -3.523 6.204
64 H -0.634 -1.437 6.774
65 H 0.864 -0.651 7.300
66 H 1.967 -1.260 5.284
67 H 0.540 -1.890 4.499
68 Br -5.434 3.399 1.005
69 C -4.659 1.875 1.987
70 C -5.034 0.583 1.295
71 Br -4.011 -0.821 2.160
72 H -5.115 1.843 2.983
73 H -3.627 2.087 2.247
74 H -4.659 0.656 0.273
75 H -6.105 0.437 1.220

Forces on atoms 1 to 2 (eV/Å):
Ag -0.9629 -0.1810 1.3503
O 1.6610 0.6934 4.1478

Summary:
Total charge: 0
Spin multiplicity: 1

no.,HOMO-LUMO gap (eV)
1,6.28
2,6.59